Record 1
Formula: CH2F2O2PS
Source: the Open Molecules 2025 dataset
Level of theory: wB97M-V/def2-TZVPD

Each line ends with the Löwdin charge.
Element x y z (Å)
1 C -0.5889 0.4735 0.8295  -0.669
2 O -0.4405 0.4891 -2.7583  -0.556
3 O 1.6664 0.0395 -1.6276  -0.561
4 F -2.0087 0.2098 0.8965  -0.197
5 F -0.4638 1.4564 1.8464  -0.167
6 P 0.1855 -1.1236 1.3826  0.743
7 S 0.5097 0.9252 -1.6972  0.716
8 H 1.4048 -0.7594 0.8520  -0.152
9 H -0.2645 -1.7105 0.2761  -0.156

The calculation puts the orbital gap (alpha / beta) at 6.82 / 6.82 eV. The energy above the lowest of the compared OMol25 structures with the same formula, charge and spin comes out at 115.7 kcal per mole. The calculation puts the HOMO energy (alpha / beta) at -3.15 / -3.15 eV. As for the spin multiplicity: 1. As for the largest force on an atom: 2.4 eV/A. As for the charge: -1.

***

Record 2
Formula: C3H3BaO2
Source: the Open Molecules 2025 dataset
Level of theory: wB97M-V/def2-TZVPD

Each line ends with the Löwdin spin population.
Element x y z (Å)
1 O 0.4060 -1.2759 -0.5111  0.040
2 Ba 3.4763 2.4109 0.6230  0.003
3 O 1.7100 0.3784 0.2466  0.085
4 C 0.7333 -0.0248 -0.3516  0.146
5 C -0.9802 -1.1916 -0.1899  0.603
6 C -1.0620 0.1763 0.2032  0.067
7 H -1.6217 -1.7731 -0.8487  0.033
8 H -1.0340 0.4393 1.2653  0.012
9 H -1.6278 0.8606 -0.4367  0.012

The calculation puts the orbital gap (alpha / beta) at 6.55 / 8.19 eV. The energy above the lowest of the compared OMol25 structures with the same formula, charge and spin comes out at 36.1 kcal per mole. The calculation puts the HOMO energy (alpha / beta) at -15.57 / -17.22 eV. As for the expectation value of S²: 0.76. As for the spin multiplicity: 2. As for the largest force on an atom: 5.7 eV/A. As for the charge: +2.

***

Record 3
Formula: C4H6N2O2
Source: the Open Molecules 2025 dataset
Level of theory: wB97M-V/def2-TZVPD

Each line ends with the Löwdin charge.
Element x y z (Å)
1 C 0.5226 -0.3756 -0.1034  -0.334
2 C -0.0927 0.9170 0.3629  -0.162
3 C -2.1424 0.1688 -0.1893  -0.115
4 C -1.7851 -1.0456 -0.0437  -0.159
5 H 3.2897 0.1003 -1.4168  0.193
6 H 3.3738 -0.3990 0.9415  0.223
7 H -0.5234 0.7927 1.3014  0.118
8 H 0.5544 1.9165 0.2304  0.179
9 H -3.2713 0.2822 -0.3390  0.153
10 H -2.4542 -1.8241 -0.1696  0.114
11 N 2.5586 0.3718 -0.1760  -0.100
12 N 1.6923 -0.8348 -0.1192  -0.074
13 O -1.2297 1.2277 -0.3128  -0.064
14 O -0.4926 -1.2979 0.0338  0.030

The calculation puts the orbital gap at 8.62 eV. The energy above the lowest of the compared OMol25 structures with the same formula, charge and spin comes out at 213.6 kcal per mole. The calculation puts the HOMO energy at -8.71 eV. As for the spin multiplicity: 1. As for the largest force on an atom: 6.8 eV/A.

***

Record 4
Formula: C11H13AuN2O6
Source: the Open Molecules 2025 dataset
Level of theory: wB97M-V/def2-TZVPD

Each line ends with the Löwdin spin population.
Element x y z (Å)
1 O 1.8508 3.0542 -2.1832  0.008
2 C 0.7298 2.8520 -2.2274  0.052
3 Au -1.3980 2.4837 -1.9703  0.145
4 O -1.2184 2.8387 1.1721  0.021
5 C -1.4404 2.7395 0.0470  0.033
6 C -3.4948 0.5059 -1.4792  0.019
7 O -4.2824 -0.3116 -1.5213  0.004
8 C -1.3156 0.9352 -3.3578  0.286
9 O -2.1760 0.1024 -3.4828  0.305
10 C -2.9283 3.7235 -2.5964  0.036
11 O -3.6933 4.4796 -2.9850  0.010
12 H -0.3425 0.9722 -3.9239  0.076
13 C -1.6810 -0.8456 1.3844  0.044
14 N -0.2744 -1.1651 1.4165  0.341
15 C 0.4247 -1.0136 2.6725  0.026
16 C 1.6128 -1.9426 2.6359  0.011
17 C 2.5170 -1.6146 1.4748  0.048
18 N 1.7875 -1.1163 0.3302  0.393
19 C 2.5714 -0.8833 -0.8539  0.049
20 C 0.4239 -0.9554 0.2411  0.013
21 O -0.1503 -0.6248 -0.8137  -0.055
22 H -2.1445 -1.2491 2.2925  0.004
23 H -2.1476 -1.2954 0.5031  0.007
24 H -1.8611 0.2393 1.3582  0.025
25 H 0.7716 0.0257 2.8236  0.014
26 H -0.2695 -1.2730 3.4759  0.001
27 H 1.2631 -2.9745 2.5384  0.000
28 H 2.1745 -1.8636 3.5673  0.001
29 H 3.0899 -2.5061 1.1775  0.019
30 H 3.2478 -0.8463 1.7746  0.022
31 H 3.4807 -0.3235 -0.5976  0.014
32 H 2.8885 -1.8316 -1.3139  0.026
33 H 1.9838 -0.3158 -1.5789  0.002

The calculation puts the orbital gap (alpha / beta) at 8.78 / 5.86 eV. The energy above the lowest of the compared OMol25 structures with the same formula, charge and spin comes out at 7.0 kcal per mole. The calculation puts the HOMO energy (alpha / beta) at -15.35 / -16.60 eV. As for the expectation value of S²: 2.04. As for the spin multiplicity: 3. As for the largest force on an atom: 5.2 eV/A. As for the charge: +2.

***

Record 5
Formula: C4H13N2O2
Source: the Open Molecules 2025 dataset
Level of theory: wB97M-V/def2-TZVPD

Each line ends with the Löwdin charge.
Element x y z (Å)
1 C -1.4131 1.4372 -0.3451  0.028
2 C -1.4630 -0.9244 -0.6290  0.026
3 C 0.6849 -0.9378 1.9917  -0.267
4 C 0.7991 0.2662 -0.5245  -0.374
5 N 1.7081 -0.0641 -1.4905  0.180
6 N -0.6766 0.3219 -0.9443  -0.062
7 O 1.1378 1.2647 0.3169  0.059
8 O 0.8618 -1.2904 0.7258  -0.203
9 H -1.3021 1.3131 0.6850  0.097
10 H -0.9117 2.3535 -0.6299  0.122
11 H -2.4285 1.4204 -0.6296  0.112
12 H -0.7788 -1.7842 -0.3682  0.124
13 H -1.8961 -0.9094 0.3567  0.104
14 H -2.1954 -1.0164 -1.4002  0.107
15 H -0.2789 -0.9535 2.2804  0.033
16 H 1.0130 0.1237 2.3629  0.108
17 H 1.4275 -1.3864 2.7290  0.118
18 H 1.5142 -0.9189 -2.0233  0.138
19 H 2.7180 0.0476 -1.1913  0.168
20 H -0.6092 0.4251 -1.9508  0.183
21 H 2.0890 1.2120 0.6784  0.197

The calculation puts the orbital gap at 9.55 eV. The energy above the lowest of the compared OMol25 structures with the same formula, charge and spin comes out at 125.7 kcal per mole. The calculation puts the HOMO energy at -12.92 eV. As for the spin multiplicity: 1. As for the largest force on an atom: 5.6 eV/A. As for the charge: +1.